{"formula": "CH2NaO2", "method": "ωB97M-V/def2-TZVPD", "species": ["O", "O", "C", "H", "H", "Na"], "positions_angstrom": [[-0.70021, 1.03067, 1.30234], [0.52462, -0.02201, -0.29001], [-0.57745, 0.17752, 0.45934], [1.18327, 0.66637, 0.00039], [-1.35355, -0.56293, 0.18175], [0.92332, -1.28962, -1.65381]], "e_homo_ha": -0.5774, "gap_ev": 10.66, "total_charge": 1, "e_lumo_ev": -5.052}